Record 1
{"formula": "C12H19N5O3S", "method": "wB97M-V/def2-TZVPD", "e_above_lowest_kcal_mol": 118.2, "homo_ha": -0.3399, "smiles": "Cc1cc2ncnn2nc1OCC(C)(C)CCS(N)(=O)=O", "e_tot_ev": -37176.8779, "fmax_ev_per_a": 6.1, "orbital_gap_ha": 0.3448, "elements": ["S", "O", "O", "O", "N", "N", "N", "N", "N", "C", "C", "C", "C", "C", "C", "C", "C", "C", "C", "C", "C", "H", "H", "H", "H", "H", "H", "H", "H", "H", "H", "H", "H", "H", "H", "H", "H", "H", "H", "H"], "positions_angstrom": [[-1.99419, 4.25210, -1.67165], [0.69045, 0.09290, 0.20413], [-1.30714, 3.95439, -2.88483], [-1.05831, 5.11500, -0.91859], [-3.22105, 5.27516, -2.10912], [1.02358, -1.27722, 2.08695], [1.97006, -1.83730, 2.80345], [3.87109, -2.77860, 3.26121], [1.63603, -2.77542, 3.67537], [-1.75683, 0.70063, 0.21444], [1.57520, -0.65026, 1.04653], [-0.66852, -0.33763, 0.09435], [-1.52595, 1.35376, 1.61974], [2.80147, -3.36797, 3.87195], [3.97269, -0.92809, 1.62545], [3.05713, -0.30372, 0.85494], [3.48331, 0.74186, -0.13164], [3.32165, -1.79676, 2.57443], [-3.21070, 0.10949, 0.27129], [-2.65411, 2.82786, -0.90470], [-1.49322, 1.73359, -0.83487], [4.48739, 0.95217, 0.05728], [-1.20980, 0.58735, 2.25857], [-0.55315, 2.20704, -0.62478], [5.01086, -0.56346, 1.57797], [-1.01806, -1.12064, 0.81490], [3.42344, 0.38045, -1.16750], [-3.19488, 5.56315, -3.05027], [-3.59182, 2.47912, -1.44288], [2.85488, -4.15987, 4.62078], [-0.68929, 2.06967, 1.60816], [-2.91607, 3.14801, 0.15950], [-3.97654, 0.73665, 0.58335], [-3.46939, -0.38515, -0.61140], [-2.43485, 1.82830, 1.98482], [-0.64663, -0.68882, -0.97959], [-3.24097, 6.03673, -1.41680], [2.77495, 1.53613, 0.02818], [-3.10591, -0.55911, 1.11317], [-1.55932, 1.19383, -1.79684]]}

Record 2
{"formula": "C12H19NSiY", "method": "wB97M-V/def2-TZVPD", "homo_ha": [-0.1117, -0.0768], "e_tot_ev": -23157.4636, "fmax_ev_per_a": 6.4, "total_charge": -1, "orbital_gap_ha": [0.2100, 0.1846], "elements": ["Y", "Si", "N", "C", "C", "C", "C", "C", "C", "C", "C", "C", "C", "C", "C", "H", "H", "H", "H", "H", "H", "H", "H", "H", "H", "H", "H", "H", "H", "H", "H", "H", "H", "H"], "positions_angstrom": [[-0.37450, -1.30224, -1.67933], [1.52598, 2.14701, 2.26254], [0.88824, -4.44065, -0.04695], [3.19562, 1.39851, 2.73858], [0.50119, 2.28249, 3.84697], [0.53538, -0.85543, -3.51806], [-2.09834, -3.05447, -0.52983], [-3.17048, -1.07707, -1.04340], [-2.31029, -3.03175, -1.95012], [1.77697, 3.89461, 1.59399], [0.75592, 1.07816, 0.92596], [-0.55688, -0.14419, -3.91253], [-2.96144, -1.78615, -2.26536], [0.32435, 0.31578, 0.02139], [-2.64849, -1.85801, 0.01829], [0.80774, 4.32064, 1.30710], [0.95637, 2.94529, 4.59782], [3.04663, 0.39643, 3.16022], [0.82605, -1.87045, -3.92723], [-0.49958, 2.67459, 3.62848], [-3.37461, -1.51963, -3.23833], [-0.62807, 0.93147, -3.90537], [-1.31101, -0.59614, -4.49519], [1.36033, -0.44296, -2.79058], [1.10126, -3.89186, -0.92424], [3.76953, 1.98665, 3.46776], [-2.10554, -3.84426, -2.65121], [3.81112, 1.28489, 1.83810], [0.37302, 1.29885, 4.31571], [-3.75895, -0.16759, -0.94186], [-1.67084, -3.88455, 0.02895], [2.25311, 4.58932, 2.29954], [-2.73740, -1.63207, 1.07725], [2.39763, 3.85478, 0.69092]]}

Record 3
{"formula": "C12H20AlO7", "method": "wB97M-V/def2-TZVPD", "e_above_lowest_kcal_mol": 0.0, "homo_ha": -0.7360, "e_tot_ev": -33661.3218, "fmax_ev_per_a": 3.0, "total_charge": 3, "orbital_gap_ha": 0.1038, "elements": ["Al", "O", "O", "O", "O", "O", "O", "O", "C", "C", "C", "C", "C", "C", "C", "C", "C", "C", "C", "C", "H", "H", "H", "H", "H", "H", "H", "H", "H", "H", "H", "H", "H", "H", "H", "H", "H", "H", "H", "H"], "positions_angstrom": [[0.71499, 4.04257, 0.66934], [-1.04288, 2.16756, -0.52199], [-1.20919, -0.07148, -0.33341], [0.35718, -0.82394, 2.26916], [0.28258, 1.41600, 1.89965], [0.64756, 0.56426, 3.91225], [1.70198, 2.59203, -1.77566], [-2.74938, 1.03507, -1.41543], [-2.72638, -1.88624, 0.35444], [2.09196, 1.20953, -1.71503], [0.44024, 0.44284, 2.64536], [1.28825, -2.85168, 3.25063], [1.31550, 2.94093, -3.10706], [0.36296, -1.65193, 3.43741], [1.51857, 1.70936, -3.95438], [-3.10494, -0.30239, -1.66280], [-1.60809, 1.13035, -0.77853], [1.34478, 0.60733, -2.90165], [0.85270, -0.72298, 4.57375], [-2.08679, -1.08273, -0.78924], [2.17552, -2.58479, 2.66940], [1.85081, -0.30579, -3.22552], [-3.41539, -1.25673, 0.91870], [1.98772, 3.79043, -3.33547], [1.50857, -3.39248, 4.16593], [0.80516, 1.54308, -4.76210], [0.21559, -0.68517, 5.45320], [0.34121, 0.28909, -2.62767], [-1.41473, -1.79789, -1.29023], [3.18510, 1.08959, -1.75445], [1.70889, 0.77073, -0.78204], [2.50989, 1.58272, -4.39956], [1.89485, -0.83568, 4.86404], [0.26960, 3.30044, -3.14547], [-0.64386, -2.00142, 3.66853], [-3.26036, -2.78344, 0.03626], [-1.91204, -2.32049, 0.93978], [-4.10813, -0.57253, -1.32969], [-2.95574, -0.71114, -2.66981], [0.86574, -3.58296, 2.54937]]}

Record 4
{"formula": "C12H20AuBrN2O2P", "method": "wB97M-V/def2-TZVPD", "homo_ha": [-0.5461, -0.6081], "s2": 3.77, "e_tot_ev": -102848.0198, "fmax_ev_per_a": 4.8, "total_charge": 2, "spin_multiplicity": 4, "orbital_gap_ha": [0.2981, 0.2244], "elements": ["Au", "Br", "P", "O", "O", "N", "N", "C", "C", "C", "C", "C", "C", "C", "C", "C", "C", "C", "C", "H", "H", "H", "H", "H", "H", "H", "H", "H", "H", "H", "H", "H", "H", "H", "H", "H", "H", "H", "H"], "positions_angstrom": [[0.17625, 0.10888, 1.19121], [2.66126, 0.18786, 2.14765], [0.41547, -2.19759, 0.77584], [-0.14148, -0.44795, 4.26016], [-3.96162, 0.22594, -0.23873], [-0.02569, 2.30961, 0.63729], [0.04231, 0.12987, -1.01447], [0.24335, -0.97544, -1.74958], [0.10858, 0.38261, -3.72485], [-0.79403, 2.36641, -0.63091], [-0.19985, -0.33147, 3.11995], [-0.15889, 1.49256, -2.92997], [-0.28029, 1.30601, -1.56300], [-0.72354, 2.99493, 1.74682], [1.85749, -3.11478, 1.41705], [0.29979, -0.85678, -3.12976], [-1.06168, -3.15144, 1.21298], [0.45842, -2.30151, -1.05945], [1.33323, 2.87661, 0.41757], [1.80790, -4.18048, 1.13226], [-0.16740, 2.79384, 2.67651], [-1.91904, -2.78056, 0.61357], [-0.65873, 3.35696, -1.08151], [-0.27481, -3.02066, -1.32929], [-0.76457, 4.08376, 1.57833], [0.16929, 0.49268, -4.79544], [1.81547, 2.36308, -0.42117], [-1.85936, 2.19721, -0.43859], [-1.27259, -3.00588, 2.27775], [0.52048, -1.74753, -3.71446], [-1.73778, 2.58513, 1.83461], [-4.02010, -0.65957, -0.67250], [-0.30101, 2.50702, -3.30724], [-0.90402, -4.22548, 1.00622], [1.92430, 2.68283, 1.32217], [1.89619, -3.04833, 2.51354], [1.44812, -2.68609, -1.31941], [1.26699, 3.96095, 0.21804], [2.78157, -2.67321, 1.02080]]}

| no. | molar mass (g mol⁻¹) |
| --- | --- |
| 1 | 313.38 |
| 2 | 294.28 |
| 3 | 303.27 |
| 4 | 532.15 |